1.
A structure of composition C31H54Cl2O2P2PbSi2 at a distorted geometry. Source: the Open Molecules 2025 dataset; level of theory: ωB97M-V/def2-TZVPD.

Geometry as XYZ:
```
94
Properties=species:S:1:pos:R:3:forces:R:3
Pb 0.053 -0.384 0.091 0.3 1.3 -1.4
C 0.919 1.451 -1.955 -0.1 -0.6 0.4
C 2.237 1.277 -1.421 0.0 -0.1 0.1
C 2.763 0.104 -2.036 -0.3 0.1 0.1
Si 3.102 2.472 -0.264 -0.9 -0.9 -0.6
C 1.792 -0.433 -2.911 -0.1 0.1 0.2
C 0.627 0.387 -2.871 -0.1 -0.1 0.0
Si -0.948 0.221 -3.870 1.0 0.0 0.9
H 0.274 2.306 -1.760 0.1 -0.2 0.0
H 3.770 -0.278 -1.874 -0.2 0.0 -0.1
H 1.912 -1.305 -3.553 0.0 0.1 0.2
Cl 0.287 -3.184 1.517 0.2 -1.2 0.6
C -1.542 1.925 -4.335 -0.2 0.1 -0.2
C -0.593 -0.793 -5.393 -0.1 0.0 -0.4
C 2.544 4.200 -0.680 0.1 0.3 0.0
C 4.941 2.282 -0.481 0.4 0.2 0.0
H 0.259 -0.340 -5.919 -0.2 -0.1 0.1
H -1.466 -0.757 -6.061 0.2 -0.1 0.0
H -0.355 -1.843 -5.188 0.0 0.2 -0.1
H -2.053 2.412 -3.494 0.1 0.0 -0.2
H -2.244 1.853 -5.177 0.0 0.2 0.2
H -0.690 2.546 -4.640 -0.2 -0.1 0.1
H 5.166 2.178 -1.552 0.0 0.0 0.3
H 5.363 1.420 0.051 -0.1 0.2 -0.1
H 5.434 3.194 -0.113 0.1 -0.3 -0.1
H 2.485 4.320 -1.771 0.0 0.0 0.3
H 3.270 4.924 -0.285 -0.2 0.0 -0.1
H 1.558 4.411 -0.245 0.2 0.0 -0.1
C -2.305 -0.599 -2.819 -0.5 -0.1 -0.3
C 2.618 2.134 1.542 0.3 0.3 0.4
P -1.766 -1.901 -1.650 -0.2 -0.2 -0.4
H -3.077 -0.987 -3.506 0.1 0.2 0.2
H -2.773 0.200 -2.216 0.2 -0.3 -0.1
P 2.236 0.392 1.927 0.5 0.2 0.3
H 1.709 2.727 1.746 0.2 -0.3 -0.1
H 3.422 2.510 2.199 -0.3 0.0 -0.1
C 1.748 0.376 3.727 0.2 -0.1 -0.1
C 3.893 -0.470 1.894 -0.3 0.3 0.0
C -1.169 -3.296 -2.738 -0.2 0.4 0.1
C -3.319 -2.599 -0.873 0.1 -0.1 -0.1
C -3.372 -2.249 0.621 -0.1 0.0 0.1
H -3.216 -3.694 -0.969 -0.1 0.3 0.0
C -4.601 -2.146 -1.570 -0.2 -0.2 0.1
H -4.713 -1.055 -1.511 0.0 -0.2 0.0
H -5.460 -2.600 -1.058 0.1 0.1 -0.1
H -4.647 -2.449 -2.623 0.1 0.1 0.2
H -2.519 -2.673 1.169 -0.2 0.1 -0.1
H -4.294 -2.661 1.054 0.2 0.1 0.0
H -3.372 -1.159 0.770 0.0 -0.3 0.0
H -0.355 -2.843 -3.328 -0.2 -0.2 0.2
C -2.257 -3.820 -3.676 0.2 -0.3 -0.2
C -0.575 -4.423 -1.881 0.0 0.0 -0.1
H -2.634 -3.059 -4.371 0.1 -0.1 0.2
H -3.106 -4.236 -3.117 0.2 0.1 -0.1
H -1.836 -4.635 -4.281 -0.1 0.1 0.0
H 0.269 -4.075 -1.273 -0.2 0.0 -0.1
H -0.214 -5.223 -2.540 -0.1 0.1 0.2
H -1.327 -4.858 -1.209 0.1 0.1 -0.1
H 4.270 -0.280 0.874 -0.1 -0.1 0.3
C 3.699 -1.983 2.065 0.1 0.0 -0.1
C 4.888 0.085 2.913 0.3 -0.2 -0.1
H 5.113 1.149 2.763 -0.1 -0.2 0.0
H 5.834 -0.465 2.810 -0.1 0.1 0.1
H 4.539 -0.061 3.944 0.1 0.0 -0.2
H 3.095 -2.412 1.257 0.1 0.1 0.2
H 3.212 -2.222 3.021 0.1 0.0 -0.2
H 4.679 -2.476 2.056 -0.2 0.0 0.0
C 0.224 0.239 3.860 0.0 0.0 0.1
C 2.248 1.585 4.517 -0.1 -0.1 0.3
H 2.216 -0.539 4.129 -0.1 0.2 0.0
H 1.815 2.517 4.135 0.1 -0.2 0.1
H 3.340 1.679 4.513 -0.3 0.0 -0.1
H 1.932 1.469 5.562 0.1 0.1 -0.1
H -0.296 1.099 3.413 0.1 -0.2 0.0
H -0.041 0.205 4.926 -0.1 0.0 -0.2
H -0.150 -0.683 3.392 0.1 0.2 0.1
C 0.487 -4.864 2.275 -0.1 0.6 -0.2
H -0.122 -4.873 3.186 0.2 0.0 -0.3
H 1.549 -5.006 2.494 -0.3 0.1 -0.1
H 0.135 -5.599 1.546 0.1 0.3 0.2
Cl -5.410 5.397 3.815 -0.3 0.3 0.3
C -4.350 4.419 2.894 0.9 -0.8 -0.8
C -2.970 4.673 2.918 -0.3 -0.2 -0.2
C -2.109 3.864 2.173 -0.4 0.1 0.1
C -2.618 2.793 1.430 -0.2 0.1 0.1
C -3.997 2.554 1.394 0.0 0.4 0.3
C -4.868 3.365 2.124 0.4 0.2 0.1
C -1.675 1.850 0.752 1.1 -0.5 -0.5
O -0.435 2.139 0.673 -1.5 -0.5 0.5
O -2.142 0.732 0.319 0.5 0.8 0.4
H -2.588 5.494 3.518 -0.1 -0.1 -0.1
H -1.038 4.054 2.172 -0.2 -0.1 0.0
H -4.379 1.725 0.803 0.1 0.1 0.1
H -5.939 3.185 2.112 0.2 0.0 0.0
```
Forces are in eV/Å.

As for the charge: 0. The LUMO energy comes out at 0.1 eV. For the frontier orbital gap, the calculation gives 7.02 eV. As for the spin multiplicity: 1.

---

2.
A structure of composition C11H18Cl2N2W at a distorted geometry. Source: the Open Molecules 2025 dataset; level of theory: ωB97M-V/def2-TZVPD.

Geometry as XYZ:
```
34
Properties=species:S:1:pos:R:3:forces:R:3
W -0.914 0.627 0.329 -0.8 0.8 -3.1
Cl -0.530 2.762 -0.362 0.2 0.5 -0.6
Cl -0.933 1.447 2.457 -0.2 0.7 2.2
C 3.082 -1.519 -1.783 1.0 -0.7 0.8
H 3.663 -2.209 -1.133 -0.7 0.2 -0.6
H 3.375 -0.498 -1.623 -0.1 0.5 -0.3
C -2.047 -0.012 -1.150 2.1 -1.4 0.4
C 2.188 -1.922 -2.666 -2.3 0.1 0.2
H -2.320 -1.097 -1.031 -0.6 1.0 0.4
C 1.274 -1.031 -3.576 -0.3 -1.0 -0.3
H 1.823 -2.988 -2.674 1.0 1.0 -0.1
C 0.586 0.334 -3.173 1.0 0.3 0.0
H 1.917 -0.757 -4.446 -0.7 -0.6 0.3
H 0.488 -1.767 -3.891 0.6 0.8 -0.2
C -0.871 0.701 -3.487 -0.2 0.5 -0.1
H 0.769 0.638 -2.128 0.3 -0.2 -0.3
H 1.122 1.034 -3.843 -0.1 0.1 0.8
C -2.114 0.330 -2.629 -1.0 -0.3 -0.7
H -0.849 1.800 -3.586 0.0 -0.3 0.3
H -1.142 0.398 -4.495 0.1 -0.3 -0.3
H -2.856 1.142 -2.844 0.5 -0.5 0.4
H -2.569 -0.556 -3.123 0.2 0.4 0.3
C -2.627 -3.417 3.620 -0.1 -0.2 0.2
N -1.763 -2.768 2.637 0.3 0.5 -0.3
C -0.918 -3.389 1.727 0.2 -0.2 0.0
C -0.343 -2.420 0.962 -0.9 0.5 1.1
N -0.849 -1.185 1.382 -0.5 -2.0 1.4
C -1.673 -1.440 2.427 0.7 -0.9 -1.0
H -3.141 -4.270 3.157 0.2 0.3 0.1
H -2.066 -3.775 4.493 0.0 0.1 -0.3
H -3.381 -2.708 3.981 0.2 -0.1 -0.2
H -0.776 -4.460 1.724 -0.1 0.1 0.0
H 0.418 -2.474 0.212 0.0 -0.1 -0.4
H -2.153 -0.714 3.059 -0.1 0.1 -0.2
```
Forces are in eV/Å.

As for the charge: 0. The LUMO energy (spin up / spin down) comes out at -0.2 / -0.1 eV. For the frontier orbital gap (spin up / spin down), the calculation gives 6.68 / 7.37 eV. As for the spin multiplicity: 3. As for the energy above the lowest of the compared OMol25 structures with the same formula, charge and spin: 58.5 kcal/mol.

---

3.
A cluster of 3 separate species, C27H57N3O3 in total at a distorted geometry. Source: the Open Molecules 2025 dataset; level of theory: ωB97M-V/def2-TZVPD.

Geometry as XYZ:
```
90
Properties=species:S:1:pos:R:3:forces:R:3
C -0.243 6.891 -6.375 -0.8 0.3 0.3
C 0.217 7.713 -7.588 -2.3 -0.2 -1.3
C 1.615 7.999 -7.495 3.5 0.4 1.0
C -0.058 6.855 -8.819 -1.0 -0.5 -1.4
C -0.235 7.532 -10.191 1.1 -0.5 0.9
C -1.279 8.565 -10.091 0.9 2.6 -0.6
C -0.914 9.680 -9.034 1.2 -2.7 1.1
C 0.294 10.588 -9.373 -0.7 0.4 -1.0
C -2.214 10.388 -8.937 -0.6 1.2 0.1
N -0.604 8.940 -7.742 -0.8 -1.2 -2.2
O -0.608 9.751 -6.611 -0.4 0.0 0.3
H -1.212 6.459 -6.628 0.0 -0.3 0.1
H 0.450 6.108 -6.066 0.1 -0.1 -0.4
H -0.422 7.479 -5.474 0.2 0.3 -0.1
H 2.217 7.102 -7.352 -0.1 -0.4 0.0
H 2.075 8.479 -8.359 -0.3 0.4 0.1
H 1.780 8.544 -6.565 0.3 0.6 -0.2
H 0.691 6.078 -8.978 0.1 -0.1 0.6
H -1.036 6.384 -8.722 0.0 -0.4 0.5
H 0.711 8.001 -10.460 0.1 0.1 -0.3
H -0.455 6.751 -10.919 0.0 0.1 -0.1
H -2.321 8.249 -10.039 0.2 -0.4 0.6
H -1.251 9.227 -10.957 -0.1 -0.4 -0.8
H 0.096 11.217 -10.240 -0.4 0.0 -0.3
H 1.213 10.073 -9.652 -0.1 -0.3 0.4
H 0.480 11.332 -8.599 0.1 -0.4 0.4
H -3.020 9.684 -8.728 0.1 0.2 0.7
H -2.491 10.737 -9.931 0.2 0.4 -0.1
H -2.162 11.256 -8.279 -0.4 -0.1 0.2
H -1.458 9.372 -6.377 -0.2 1.0 1.5
C -3.223 -3.282 9.058 -1.5 -0.3 0.2
C -2.604 -4.376 8.160 2.7 1.3 0.0
C -3.439 -4.743 6.928 0.1 1.1 -0.1
C -1.239 -3.782 7.591 0.4 -0.5 0.1
C -0.051 -3.762 8.495 0.2 -0.6 2.3
C 0.128 -5.100 9.187 0.8 -0.2 -0.2
C -1.080 -5.673 9.862 -3.1 0.4 0.8
C -0.884 -7.129 10.263 -0.6 -1.7 0.6
C -1.392 -4.893 11.173 0.7 0.3 0.9
N -2.266 -5.596 8.911 1.2 -0.3 -1.9
O -3.467 -6.190 9.326 -0.1 0.2 1.6
H -3.681 -3.761 9.923 0.3 -0.1 0.3
H -2.572 -2.473 9.389 0.3 -0.3 -0.1
H -4.116 -2.810 8.648 0.2 0.2 -0.7
H -3.045 -5.559 6.322 -0.4 -1.0 0.9
H -4.483 -4.695 7.236 -0.1 -0.8 -0.6
H -3.295 -4.020 6.125 -0.3 1.0 0.4
H -0.874 -4.473 6.830 -0.5 0.3 -0.8
H -1.269 -2.733 7.297 -1.0 -0.2 -0.9
H 0.903 -3.478 8.051 -0.2 -0.1 -0.6
H -0.127 -3.063 9.328 -0.5 0.5 0.0
H 0.829 -4.925 10.003 0.4 -0.4 -0.1
H 0.527 -5.853 8.508 0.1 0.0 -0.1
H -1.293 -7.897 9.607 0.4 0.5 -1.1
H -1.486 -7.453 11.112 -0.1 0.8 0.5
H 0.110 -7.466 10.558 0.3 0.6 -0.3
H -1.898 -3.928 11.153 -0.3 -0.3 -0.7
H -0.460 -4.611 11.661 0.4 -0.2 0.0
H -1.876 -5.513 11.928 -0.4 0.0 -0.3
H -3.821 -6.711 8.602 0.5 -0.1 -0.3
C 1.365 -1.359 0.480 -0.8 -0.6 -1.5
C 1.680 -2.478 -0.654 0.9 1.0 2.4
C 0.916 -2.219 -1.987 1.0 -0.5 0.6
C 3.254 -2.266 -0.788 -2.1 -1.1 -1.4
C 3.878 -3.512 -1.402 1.2 0.4 1.6
C 3.627 -4.749 -0.513 -1.8 0.0 -0.7
C 2.077 -5.042 -0.326 1.3 -0.7 0.6
C 1.583 -5.769 -1.571 -0.4 0.2 -0.2
C 1.891 -5.893 1.022 0.3 0.7 -2.0
N 1.390 -3.823 -0.065 1.4 3.0 0.4
O 0.045 -3.919 0.245 -1.1 -0.5 -0.6
H 1.657 -0.384 0.091 0.3 0.0 -0.1
H 0.299 -1.244 0.673 -0.1 -0.3 0.1
H 1.897 -1.515 1.418 0.0 -0.4 -0.2
H -0.160 -2.307 -1.842 0.1 0.2 0.0
H 1.226 -1.281 -2.449 -0.3 0.3 0.3
H 1.239 -2.978 -2.700 -0.2 -0.2 0.0
H 3.332 -1.409 -1.457 0.3 0.1 0.0
H 3.802 -2.032 0.124 -0.6 -0.1 0.3
H 3.677 -3.654 -2.463 -0.2 -0.1 0.1
H 4.931 -3.274 -1.248 0.5 -0.4 -0.8
H 4.072 -4.713 0.481 0.2 0.5 -0.1
H 4.032 -5.611 -1.043 0.1 -0.2 0.2
H 0.501 -5.887 -1.512 0.0 -0.7 0.2
H 2.171 -6.671 -1.744 -0.5 -0.3 0.1
H 1.665 -5.188 -2.490 0.5 0.4 0.1
H 2.277 -5.296 1.849 -0.1 0.0 0.0
H 2.469 -6.813 0.931 -0.3 -0.2 0.2
H 0.817 -6.055 1.114 0.2 -0.5 0.3
H -0.021 -4.146 1.175 0.2 0.2 0.3
```
Forces are in eV/Å.

As for the charge: 0. The LUMO energy comes out at 0.5 eV. As for the SMILES: CC1(C)CCCC(C)(C)N1O.CC1(C)CCCC(C)(C)N1O.CC1(C)CCCC(C)(C)N1O. For the frontier orbital gap, the calculation gives 8.31 eV. As for the spin multiplicity: 1. As for the energy above the lowest of the compared OMol25 structures with the same formula, charge and spin: 82.6 kcal/mol.

---

4.
A cluster of 3 separate species, C3H14NO2S2 in total. Source: the Open Molecules 2025 dataset; level of theory: ωB97M-V/def2-TZVPD.

Geometry as XYZ:
```
22
Properties=species:S:1:pos:R:3:forces:R:3
N 0.227 -1.609 -1.026 -0.6 -0.5 0.2
C -0.468 -0.432 -0.392 0.5 0.0 0.2
C -0.566 -0.696 1.097 -0.5 0.0 0.1
S 0.960 -1.129 1.945 0.5 0.1 -0.1
S 2.249 0.389 1.431 -0.1 -0.2 0.2
C 1.820 1.689 2.616 -0.1 -0.3 0.3
H 0.565 -1.443 -1.986 0.0 0.2 -0.2
H -0.340 -2.461 -1.024 -0.3 0.3 -0.2
H 0.978 -1.859 -0.390 0.8 0.1 0.2
H -1.453 -0.257 -0.814 0.1 -0.1 -0.2
H 0.190 0.417 -0.583 -0.2 0.0 0.0
H -1.082 0.111 1.600 0.1 0.5 -0.1
H -1.208 -1.549 1.284 -0.2 -0.4 0.0
H 0.897 2.186 2.336 0.0 0.2 -0.1
H 2.663 2.376 2.626 -0.1 0.1 -0.1
H 1.711 1.268 3.621 0.1 0.0 -0.2
H 0.978 0.155 -3.630 0.0 0.0 -0.1
H 1.043 -1.128 -4.465 0.0 -0.1 0.0
O 0.704 -0.768 -3.637 0.1 0.1 0.1
H -3.773 1.223 0.280 0.2 -0.1 0.2
H -3.181 2.082 -0.779 0.3 0.0 0.0
O -2.915 1.437 -0.110 -0.5 0.1 -0.2
```
Forces are in eV/Å.

As for the charge: +1. The LUMO energy comes out at -2.9 eV. For the frontier orbital gap, the calculation gives 9.54 eV. As for the spin multiplicity: 1. As for the energy above the lowest of the compared OMol25 structures with the same formula, charge and spin: 0.0 kcal/mol.

---

5.
A cluster of 3 separate species, C4H15NO2S in total at a distorted geometry. Source: the Open Molecules 2025 dataset; level of theory: ωB97M-V/def2-TZVPD.

Geometry as XYZ:
```
23
Properties=species:S:1:pos:R:3:forces:R:3
C -0.496 -0.515 -1.382 -0.6 1.0 2.1
N 0.642 0.399 -1.186 -4.4 -1.0 3.7
C 0.668 1.376 -0.100 0.9 -0.5 3.9
C 2.133 1.618 0.182 2.9 -1.4 -0.3
S 2.691 0.353 1.571 0.4 1.0 -1.4
C -0.064 2.666 -0.449 0.7 0.3 0.4
H -0.906 -0.550 -0.326 -0.1 -0.3 -1.5
H -1.278 -0.110 -2.133 1.5 -0.6 1.0
H -0.103 -1.497 -1.616 -0.1 -0.2 -0.5
H 0.979 0.764 -1.978 2.4 1.5 -3.9
H 0.322 1.049 1.050 -0.1 0.0 -3.5
H 2.646 1.321 -0.758 0.3 0.2 0.7
H 2.560 2.601 0.444 -1.1 -0.3 0.0
H 4.076 0.382 1.415 -1.3 0.2 -0.1
H -1.043 2.616 -0.018 -1.0 0.2 -0.9
H 0.446 3.380 0.166 0.3 0.5 0.7
H 0.161 3.101 -1.423 -0.8 -0.5 -0.4
H -1.402 -0.332 5.912 0.6 2.1 -1.0
H -2.548 -1.326 5.707 -4.1 -0.7 -2.8
O -1.817 -1.112 6.155 3.5 -1.5 3.9
H -2.874 -6.144 -3.441 0.7 2.8 -1.1
H -1.945 -4.863 -4.004 -0.6 -1.0 0.3
O -2.846 -5.175 -3.788 -0.1 -1.7 0.8
```
Forces are in eV/Å.

As for the charge: +1. The LUMO energy (spin up / spin down) comes out at -3.1 / -8.1 eV. For the frontier orbital gap (spin up / spin down), the calculation gives 10.03 / 5.02 eV. As for the spin multiplicity: 2. As for the energy above the lowest of the compared OMol25 structures with the same formula, charge and spin: 46.6 kcal/mol.

---

6.
A structure of composition C8H18LaN2OS5. Source: the Open Molecules 2025 dataset; level of theory: ωB97M-V/def2-TZVPD.

Geometry as XYZ:
```
35
Properties=species:S:1:pos:R:3:forces:R:3
La -0.578 1.983 -0.301 -0.4 0.6 -0.3
S -4.489 4.258 -1.832 0.4 -0.1 0.2
C -3.052 3.635 -1.365 -0.8 0.3 -0.4
S -2.037 2.764 -2.496 0.5 -0.3 -0.2
S -2.492 3.820 0.285 0.4 -0.3 0.7
C -1.490 -0.969 -3.314 -0.1 0.0 -0.1
N -0.242 -1.267 -2.609 0.1 0.3 0.1
C 0.963 -1.053 -3.414 0.0 0.0 -0.1
C -0.189 -1.319 -1.267 -0.2 -0.2 0.0
S -1.490 -0.693 -0.306 0.1 -0.5 0.0
N 0.863 -1.915 -0.686 0.1 0.1 0.0
C 1.119 -1.825 0.749 -0.1 -0.1 0.0
C 1.656 -2.932 -1.373 0.0 -0.2 0.0
H -1.413 -1.382 -4.319 0.0 0.0 0.0
H -1.672 0.105 -3.389 0.0 0.0 0.0
H -2.333 -1.430 -2.810 0.0 0.0 0.0
H 0.837 -0.128 -3.981 0.0 0.0 0.0
H 1.122 -1.865 -4.123 0.0 0.0 0.0
H 1.841 -0.956 -2.780 -0.1 0.0 -0.1
H 0.919 -0.826 1.122 0.0 0.1 0.0
H 2.167 -2.068 0.920 0.0 0.0 0.0
H 0.496 -2.527 1.308 0.0 0.0 0.0
H 1.212 -3.179 -2.332 0.0 -0.1 0.1
H 1.667 -3.832 -0.757 0.0 0.0 0.0
H 2.687 -2.606 -1.519 0.0 0.0 0.0
C 1.230 2.695 4.235 -0.2 0.0 -0.2
S -0.264 2.104 3.416 0.3 -0.2 0.7
C -0.423 0.548 4.312 0.0 0.2 -0.2
O 0.222 1.669 2.034 -0.1 0.2 -0.3
H 1.006 2.887 5.283 0.0 0.0 0.0
H 1.534 3.620 3.749 -0.1 0.0 0.0
H 2.006 1.939 4.130 0.0 0.0 0.0
H -0.650 0.758 5.356 0.0 0.0 0.0
H 0.510 -0.003 4.215 0.0 0.0 0.0
H -1.243 -0.009 3.861 0.0 0.0 0.0
```
Forces are in eV/Å.

As for the charge: +1. The LUMO energy comes out at -3.8 eV. For the frontier orbital gap, the calculation gives 5.95 eV. As for the spin multiplicity: 1. As for the energy above the lowest of the compared OMol25 structures with the same formula, charge and spin: 15.1 kcal/mol.

---

Let's list energy in order: -101747.3184, -41546.6677, -39529.3009, -30588.1949, -20800.6007, -68646.7978 eV.